Entry from the Open Molecules 2025 dataset: a molecular structure, C15H24FO4P in a non-equilibrium geometry (wB97M-V/def2-TZVPD).

ΔE to the lowest compared entry with this formula, charge and spin	1561.6	kJ/mol
E_HOMO	-9.232	eV
spin multiplicity	1
orbital gap	0.347	Eh

```
45
Properties=species:S:1:pos:R:3:lowdin_charge:R:1
C 3.00 2.66 5.21 -0.13
C 1.94 1.57 4.76 -0.20
C 1.42 1.74 3.29 -0.19
C 2.41 1.55 2.34 -0.45
H 3.06 2.41 2.47 0.15
H 2.90 0.52 2.57 0.18
O 1.91 1.55 1.26 -0.08
P 0.99 0.61 0.48 0.68
O 1.37 -0.73 1.03 -0.24
O -0.57 0.91 0.77 -0.09
C -1.24 0.06 1.29 -0.53
C -2.20 -0.51 0.30 -0.08
C -3.55 -1.51 1.00 -0.11
C -4.11 -2.28 -0.22 -0.09
H -3.60 -2.75 -0.80 -0.05
H -4.87 -2.99 0.39 0.13
H -4.80 -1.61 -0.69 0.06
H -4.00 -1.04 1.64 -0.01
H -2.87 -2.28 1.39 0.10
H -1.54 -1.34 -0.32 0.15
H -2.77 0.20 -0.29 0.10
H -1.86 0.53 2.11 0.15
H -0.77 -0.76 1.88 0.14
C 1.48 0.56 -1.26 -0.37
C 0.31 0.19 -2.22 -0.07
C -0.86 0.61 -2.64 -0.13
C -1.99 -0.08 -3.10 -0.01
C -1.67 -1.37 -3.49 -0.14
C -0.62 -2.20 -2.76 -0.01
C 0.32 -1.53 -2.20 0.03
H 1.24 -1.93 -1.92 0.09
H -0.68 -3.08 -2.98 0.02
F -2.73 -2.10 -4.02 0.01
H -2.80 0.49 -3.51 0.11
H -0.91 1.70 -2.37 0.14
O 2.79 0.19 -1.65 0.07
H 2.67 -0.47 -1.05 0.01
H 1.46 1.50 -1.53 0.08
H 1.04 2.75 3.33 0.14
H 0.86 1.00 3.36 0.04
H 2.50 0.48 4.98 0.16
H 1.43 1.49 5.70 0.07
H 3.34 2.67 6.37 0.11
H 3.81 2.70 4.73 -0.06
H 2.59 3.84 5.13 0.13
```



Entry from the Open Molecules 2025 dataset: 3 unconnected molecules or ions with the total composition C15H24NO13S2 in a non-equilibrium geometry (wB97M-V/def2-TZVPD).

ΔE to the lowest compared entry with this formula, charge and spin	773.6	kJ/mol
E_HOMO	-5.319	eV
spin multiplicity	1
orbital gap	0.262	Eh
total charge	-1

```
55
Properties=species:S:1:pos:R:3:lowdin_charge:R:1
C 2.11 -0.47 -1.67 -0.12
C 2.87 0.37 -0.47 -0.14
C 2.58 1.99 -0.48 -0.25
O 2.09 2.62 0.62 -0.02
O 2.84 2.89 -1.64 -0.14
C 1.50 2.99 -2.30 -0.20
C 0.77 4.43 -2.03 -0.20
S -0.95 4.32 -1.29 0.67
O -1.88 5.30 -2.11 -0.45
O -0.89 4.90 0.14 -0.44
N -1.59 2.70 -1.40 -0.38
S -3.00 2.49 -0.36 0.68
O -2.72 2.69 1.15 -0.45
O -4.14 3.42 -0.91 -0.42
C -3.48 0.65 -0.55 -0.19
C -3.09 0.28 -2.14 -0.16
O -3.93 0.65 -3.14 -0.11
H 0.96 -0.13 -1.62 0.09
H 2.50 -0.24 -2.75 0.09
H 2.13 -1.64 -1.45 0.08
H 2.43 -0.05 0.55 0.13
H 4.03 0.13 -0.51 0.12
H 1.70 2.82 -3.46 0.14
H 0.91 2.05 -1.94 0.09
H 1.48 5.03 -1.29 0.13
H 0.73 5.08 -3.03 0.12
H -2.75 0.07 0.19 0.11
H -4.62 0.45 -0.31 0.12
H -2.08 -0.25 -2.42 0.12
C -1.59 2.74 5.62 -0.02
C -0.58 1.78 5.01 -0.35
C -1.02 1.21 3.70 -0.11
O -0.36 -0.05 3.67 0.06
C -0.17 -0.41 4.97 -0.51
O 0.19 -1.52 5.34 0.11
O -0.44 0.63 5.82 0.08
H -2.51 2.21 5.91 0.09
H -1.18 3.18 6.54 0.08
H -1.84 3.55 4.93 0.10
H 0.40 2.27 4.93 0.16
H -0.71 1.82 2.85 0.14
H -2.10 1.03 3.64 0.14
C 1.25 -7.20 -2.74 -0.02
C 1.53 -5.75 -2.41 -0.35
C 1.54 -5.46 -0.94 -0.12
O 1.14 -4.10 -0.88 0.06
C 0.39 -3.88 -1.99 -0.51
O -0.29 -2.88 -2.18 0.13
O 0.48 -4.91 -2.88 0.09
H 0.23 -7.48 -2.46 0.09
H 1.33 -7.36 -3.82 0.09
H 1.96 -7.87 -2.24 0.09
H 2.46 -5.42 -2.89 0.16
H 2.54 -5.59 -0.50 0.14
H 0.82 -6.06 -0.37 0.14
```



Entry from the Open Molecules 2025 dataset: a molecular structure, C15H24O in a non-equilibrium geometry (wB97M-V/def2-TZVPD).

ΔE to the lowest compared entry with this formula, charge and spin	1362.2	kJ/mol
E_HOMO	-8.632	eV
spin multiplicity	1
orbital gap	0.342	Eh

```
40
Properties=species:S:1:pos:R:3:lowdin_charge:R:1
C -5.97 1.59 0.61 -0.16
C -5.17 0.88 -0.64 -0.27
C -3.64 0.97 -0.54 -0.21
C -3.25 0.05 0.67 -0.19
C -1.78 -0.38 0.52 -0.40
C -1.46 -1.25 -0.40 -0.29
C -0.14 -1.96 -0.06 -0.07
C 1.10 -0.84 -0.33 -0.21
H 1.03 -0.22 0.60 0.13
H 1.10 -0.24 -1.08 0.05
C 2.40 -1.42 -0.22 -0.27
C 3.53 -0.60 -0.24 -0.29
C 4.00 -0.05 -1.31 0.02
C 5.07 1.09 -1.08 0.00
C 5.81 1.03 -0.08 -0.25
C 5.42 0.19 1.24 0.05
C 4.44 -0.80 1.07 0.03
H 4.12 -1.32 1.94 0.07
H 6.19 0.35 1.95 0.08
O 6.85 1.95 0.20 0.12
H 7.28 1.82 0.85 -0.10
H 5.20 1.73 -1.79 0.06
H 3.39 0.21 -2.05 0.07
H 2.41 -2.28 0.77 0.19
H 2.52 -2.02 -1.41 0.20
H 0.00 -2.37 0.70 -0.04
H 0.11 -2.74 -1.04 0.18
H -1.34 -0.46 -1.44 0.21
H -2.25 -1.97 -0.42 0.12
H -1.22 0.70 0.65 0.17
H -1.51 -0.54 1.58 0.12
H -3.88 -0.89 0.62 0.12
H -3.51 0.68 1.63 0.14
H -3.41 0.31 -1.44 0.13
H -3.46 1.84 -0.44 0.00
H -5.55 1.60 -1.53 0.13
H -5.66 -0.13 -0.88 0.11
H -5.86 1.08 1.72 0.10
H -7.11 1.68 0.36 0.07
H -5.77 2.74 0.73 0.07
```



Entry from the Open Molecules 2025 dataset: 3 unconnected molecules or ions with the total composition C15H25BFN2O3 in a non-equilibrium geometry (wB97M-V/def2-TZVPD).

E_HOMO	-4.804	eV
spin multiplicity	1
orbital gap	0.288	Eh
total charge	-1

```
47
Properties=species:S:1:pos:R:3:lowdin_charge:R:1
C 2.58 1.28 0.49 -0.06
C 1.10 1.66 0.32 -0.30
O 0.51 0.96 -0.73 -0.18
C -0.07 -0.30 -0.33 -0.10
B -1.71 -0.24 -0.16 -0.86
F -2.30 0.00 -1.46 0.02
C -2.21 -1.75 0.32 -0.07
C -1.79 -2.21 1.66 -0.34
O -1.43 -1.54 2.57 0.06
O -2.00 0.83 0.79 -0.03
C -3.34 1.03 1.09 -0.31
C -3.79 2.43 0.69 -0.08
H 2.87 0.53 -0.21 0.07
H 2.77 0.95 1.50 0.06
H 3.19 2.17 0.36 0.06
H 0.56 1.51 1.24 0.11
H 1.00 2.71 0.09 0.09
H 0.19 -1.08 -1.04 0.10
H 0.35 -0.59 0.63 0.10
H -3.29 -1.78 0.27 0.10
H -1.87 -2.50 -0.40 0.10
H -1.80 -3.32 1.81 0.10
H -3.46 0.97 2.18 0.11
H -4.01 0.34 0.59 0.11
H -3.52 2.59 -0.34 0.07
H -3.38 3.18 1.35 0.06
H -4.88 2.47 0.76 0.06
N 0.94 -4.69 1.82 0.02
C 1.88 -5.07 0.90 -0.14
C 2.30 -6.33 1.24 -0.12
C 1.59 -6.72 2.40 -0.13
C 0.76 -5.68 2.73 -0.14
H 0.46 -3.80 1.82 0.12
H 2.16 -4.42 0.10 0.11
H 3.04 -6.91 0.71 0.08
H 1.67 -7.65 2.93 0.08
H 0.05 -5.57 3.54 0.11
N 1.01 3.79 -2.66 0.03
C 1.50 4.93 -2.09 -0.15
C 1.99 5.73 -3.09 -0.13
C 1.79 5.04 -4.31 -0.13
C 1.19 3.85 -4.01 -0.14
H 0.59 3.02 -2.16 0.13
H 1.45 5.07 -1.02 0.10
H 2.44 6.70 -2.95 0.08
H 2.06 5.38 -5.30 0.08
H 0.86 3.04 -4.64 0.11
```



Entry from the Open Molecules 2025 dataset: a molecular structure, C15H25Br2N3O2PS4Sn in a non-equilibrium geometry (wB97M-V/def2-TZVPD).

expectation value of S²	0.759
ΔE to the lowest compared entry with this formula, charge and spin	86.4	kJ/mol
E_HOMO (spin up / spin down)	-14.294 / -14.284	eV
spin multiplicity	2
orbital gap (spin up / spin down)	0.319 / 0.192	Eh
total charge	+2

```
53
Properties=species:S:1:pos:R:3:mulliken_spin:R:1
Sn -0.27 -0.49 0.98 0.39
Br -2.57 -2.83 2.45 0.05
C -2.34 -2.41 4.32 0.00
Br -1.25 -0.85 4.55 0.01
H -1.86 -3.25 4.80 0.00
H -3.32 -2.22 4.75 0.00
C 2.47 0.96 -5.06 0.00
C 2.27 0.88 -3.56 0.00
O 1.02 0.15 -3.33 0.00
P 0.48 -0.17 -1.91 -0.01
S 1.68 -1.35 -0.78 0.27
S 0.13 1.45 -0.75 0.03
O -0.91 -0.87 -2.13 0.01
C -1.29 -1.70 -3.28 0.00
C -2.46 -2.55 -2.84 0.00
H 3.39 1.50 -5.27 0.00
H 1.64 1.48 -5.53 0.00
H 2.55 -0.04 -5.48 0.00
H 2.17 1.86 -3.11 0.00
H 3.08 0.33 -3.08 0.00
H -0.44 -2.31 -3.58 0.00
H -1.55 -1.03 -4.09 0.00
H -2.17 -3.20 -2.02 0.00
H -2.78 -3.16 -3.68 0.00
H -3.30 -1.92 -2.53 0.00
C 5.01 -1.30 1.48 0.00
N 3.64 -0.86 1.72 0.01
C 3.19 0.31 2.13 -0.01
S 1.48 0.44 2.59 0.11
N 3.89 1.40 2.35 0.00
C 5.30 1.70 2.11 0.00
H 5.05 -2.37 1.64 0.00
H 5.70 -0.83 2.17 0.00
H 5.31 -1.10 0.45 0.00
H 2.93 -1.55 1.54 0.00
H 3.37 2.15 2.78 0.00
H 5.68 1.17 1.25 0.00
H 5.91 1.48 2.99 0.00
H 5.38 2.77 1.91 0.00
S -3.19 2.98 2.71 0.01
C -1.84 1.96 2.52 0.00
N -1.98 0.99 1.66 0.10
C -3.23 1.00 1.06 -0.03
C -3.70 0.11 0.10 0.03
C -4.97 0.29 -0.39 0.01
C -5.79 1.32 0.07 0.00
C -5.34 2.20 1.04 0.00
C -4.05 2.03 1.52 0.01
H -0.94 2.11 3.09 0.00
H -3.07 -0.71 -0.24 0.01
H -5.35 -0.39 -1.15 0.00
H -6.78 1.43 -0.33 0.00
H -5.98 2.99 1.42 0.00
```



Entry from the Open Molecules 2025 dataset: 4 unconnected molecules or ions with the total composition C15H25F6O10 in a non-equilibrium geometry (wB97M-V/def2-TZVPD).

ΔE to the lowest compared entry with this formula, charge and spin	177.5	kJ/mol
E_HOMO	-4.538	eV
spin multiplicity	1
orbital gap	0.268	Eh
total charge	-1

```
56
Properties=species:S:1:pos:R:3:lowdin_charge:R:1
O 2.81 12.68 9.71 0.07
C 3.02 11.54 10.35 -0.93
O 2.02 10.83 10.36 -0.03
O 4.12 11.15 10.73 -0.03
H 1.98 12.21 9.60 0.03
C -1.41 8.01 6.06 -0.08
O -0.59 7.22 6.97 -0.22
C -0.86 7.32 8.42 -0.15
C 0.35 8.07 9.04 -0.12
O 1.57 7.25 9.19 -0.12
C 2.07 6.77 7.96 -0.24
C 3.55 6.55 8.13 -0.17
O 4.18 7.73 8.75 -0.17
C 4.45 8.80 7.86 -0.11
H -2.47 7.77 5.97 0.08
H -0.99 7.80 5.07 0.08
H -1.18 9.08 6.07 0.05
H -1.14 6.39 8.90 0.11
H -1.77 7.89 8.64 0.10
H 0.06 8.42 10.04 0.12
H 0.61 8.99 8.52 0.10
H 1.90 7.54 7.21 0.11
H 1.57 5.89 7.57 0.12
H 4.03 6.32 7.18 0.11
H 3.78 5.68 8.74 0.12
H 3.55 9.18 7.38 0.07
H 5.02 8.55 6.96 0.07
H 4.90 9.57 8.47 0.08
C 5.52 14.19 8.44 -0.05
C 5.03 13.23 7.38 -0.20
O 5.69 13.40 6.11 0.02
C 5.11 14.07 5.11 -0.35
O 4.02 14.61 5.23 0.13
C 5.93 14.06 3.75 -0.58
F 5.24 13.39 2.84 0.17
F 6.16 15.27 3.35 0.20
F 7.07 13.37 3.87 0.15
H 5.26 15.23 8.25 0.08
H 6.59 13.99 8.54 0.08
H 5.06 13.89 9.38 0.07
H 3.95 13.27 7.25 0.11
H 5.18 12.21 7.72 0.12
C -1.48 11.62 11.09 -0.04
C -1.73 12.45 9.81 -0.20
O -0.69 12.40 8.85 0.05
C -0.75 11.58 7.81 -0.36
O -1.61 10.74 7.61 0.12
C 0.32 11.78 6.75 -0.65
F -0.27 11.88 5.57 0.19
F 1.09 12.81 7.00 0.21
F 0.96 10.68 6.67 0.22
H -2.10 12.00 11.90 0.07
H -0.47 11.75 11.48 0.08
H -1.65 10.58 10.81 0.07
H -1.88 13.51 10.02 0.12
H -2.64 12.11 9.32 0.11
```



Entry from the Open Molecules 2025 dataset: 2 unconnected molecules or ions with the total composition C15H25F9NO3S (wB97M-V/def2-TZVPD).

ΔE to the lowest compared entry with this formula, charge and spin	0.0	kJ/mol
E_HOMO	-13.470	eV
spin multiplicity	1
orbital gap	0.399	Eh
total charge	+1

```
54
Properties=species:S:1:pos:R:3:lowdin_charge:R:1
C -0.02 -1.38 0.52 -0.05
C 0.39 -1.73 1.97 -0.35
C -0.28 -0.80 2.99 -0.05
C 1.89 -1.98 2.19 -0.09
N 2.89 -0.84 2.21 -0.22
C 4.24 -1.54 2.20 0.02
C 2.84 -0.03 3.51 -0.07
C 2.43 1.45 3.45 -0.13
C 2.54 2.16 2.09 -0.15
C 1.99 1.22 1.02 -0.31
S 2.04 2.01 -0.61 0.69
O 2.93 1.29 -1.46 -0.23
O 2.12 3.42 -0.46 -0.21
F 0.58 1.67 -1.08 -0.14
C 2.90 0.00 0.96 -0.11
H -0.42 -0.38 0.43 0.06
H -0.81 -2.06 0.21 0.09
H 0.79 -1.53 -0.19 0.08
H -0.04 -2.71 2.18 0.14
H 0.08 0.22 2.96 0.05
H -0.20 -1.18 4.01 0.09
H -1.35 -0.75 2.75 0.10
H 2.03 -2.50 3.14 0.14
H 2.24 -2.66 1.41 0.14
H 4.23 -2.32 2.96 0.12
H 4.37 -2.00 1.22 0.12
H 5.02 -0.81 2.36 0.12
H 3.81 -0.13 3.99 0.13
H 2.13 -0.55 4.16 0.12
H 1.41 1.57 3.81 0.11
H 3.05 1.99 4.16 0.13
H 2.01 3.10 2.11 0.13
H 3.59 2.36 1.86 0.14
H 0.95 0.97 1.19 0.11
H 2.71 -0.66 0.11 0.13
H 3.92 0.36 0.84 0.14
C -2.50 0.72 -3.51 -0.04
C -2.84 -0.31 -2.43 -0.43
C -3.23 -1.72 -2.87 -0.31
F -4.38 -1.71 -3.57 0.11
F -3.41 -2.48 -1.76 0.09
F -3.76 0.18 -1.58 0.14
F -1.68 -0.49 -1.70 0.06
O -3.51 1.65 -3.85 0.05
C -4.41 1.40 -4.84 -0.55
C -5.85 1.42 -4.31 -0.29
F -6.00 0.46 -3.37 0.10
F -6.70 1.16 -5.32 0.11
F -4.14 0.26 -5.49 0.16
F -4.32 2.41 -5.74 0.15
H -1.71 1.34 -3.07 0.14
H -2.07 0.25 -4.39 0.15
H -2.44 -2.17 -3.48 0.17
H -6.08 2.39 -3.87 0.18
```



Entry from the Open Molecules 2025 dataset: C15H25NO2S in the gas phase (wB97M-V/def2-TZVPD).

ΔE to the lowest compared entry with this formula, charge and spin	108.3	kJ/mol
E_HOMO	-8.482	eV
spin multiplicity	1
orbital gap	0.326	Eh

```
44
Properties=species:S:1:pos:R:3:lowdin_charge:R:1
H 3.26 -2.98 0.35 0.07
N 2.26 -3.16 0.47 0.15
C 1.48 -2.20 0.18 -0.33
C 0.01 -2.47 0.27 -0.09
C -0.83 -1.47 -0.54 -0.30
C -1.25 -0.27 0.32 -0.19
C -2.19 0.71 -0.39 -0.61
C -1.49 1.98 -0.86 -0.13
S -3.56 1.22 0.74 0.88
C -4.93 0.17 0.16 -0.54
C -4.78 -1.29 0.57 -0.16
C -0.03 -1.06 -1.78 -0.06
C 1.20 -0.27 -1.37 -0.37
O 1.53 0.74 -1.97 0.07
C 1.91 -0.85 -0.23 -0.06
C 2.91 -0.20 0.43 -0.23
O 3.50 -0.70 1.52 0.10
C 3.41 1.17 0.11 -0.12
C 2.49 2.24 0.72 -0.23
C 3.02 3.64 0.45 -0.10
H -0.16 -3.49 -0.07 0.12
H -0.28 -2.44 1.32 0.13
H -1.75 -1.98 -0.87 0.13
H -1.76 -0.66 1.21 0.09
H -0.36 0.27 0.67 0.12
H -2.69 0.22 -1.22 0.10
H -0.65 1.74 -1.51 0.06
H -2.19 2.61 -1.40 0.07
H -1.12 2.54 0.00 0.07
H -5.82 0.61 0.62 0.06
H -5.00 0.28 -0.92 0.07
H -5.66 -1.85 0.26 0.07
H -4.68 -1.37 1.65 0.07
H -3.91 -1.73 0.10 0.05
H 0.29 -1.96 -2.31 0.14
H -0.63 -0.46 -2.46 0.12
H 3.12 -1.56 1.77 0.11
H 4.41 1.27 0.54 0.13
H 3.45 1.31 -0.97 0.12
H 2.41 2.07 1.80 0.12
H 1.49 2.14 0.28 0.09
H 4.02 3.76 0.88 0.07
H 2.37 4.38 0.89 0.07
H 3.09 3.82 -0.62 0.08
```



E_tot values (in eV) by entry order: -36127.123; -65715.491; -17978.323; -28479.807; -223061.134; -52739.429; -58878.916; -32381.056.